[1]
Computed, not measured: a single C22H29F3N2O2 molecule, with ωB97M-V with the def2-TZVPD basis set.

The total energy is -1415.39740 Ha. The SMILES is O=C(NCCCC1CCCC1)[C@@H]1CCC(=O)N(Cc2cccc(C(F)(F)F)c2)C1. The frontier orbital gap comes out at 9.99 eV. The calculation puts the max |F| at 0.66 eV Å⁻¹. Its lowest unoccupied orbital energy is 0.01881 hartree.

Cartesian coordinates (Å):
1 O 0.174 2.779 -1.423
2 C -0.577 2.086 -0.768
3 N -0.250 1.573 0.433
4 C 1.028 1.833 1.056
5 C 1.852 0.562 1.282
6 C 1.940 -0.343 0.053
7 C 2.614 0.301 -1.156
8 C 2.580 -0.610 -2.389
9 C 3.742 -0.103 -3.233
10 C 4.843 0.117 -2.198
11 C 4.110 0.609 -0.938
12 C -1.980 1.737 -1.268
13 C -3.059 2.323 -0.353
14 C -4.388 1.630 -0.633
15 C -4.282 0.183 -0.212
16 O -5.135 -0.402 0.424
17 N -3.104 -0.400 -0.554
18 C -2.901 -1.803 -0.251
19 C -1.814 -2.005 0.768
20 C -0.810 -2.947 0.589
21 C 0.169 -3.129 1.551
22 C 0.172 -2.358 2.701
23 C -0.822 -1.405 2.874
24 C -0.848 -0.529 4.094
25 F 0.306 -0.538 4.776
26 F -1.085 0.759 3.772
27 F -1.809 -0.880 4.964
28 C -1.816 -1.233 1.923
29 C -2.158 0.214 -1.461
30 H -0.902 0.992 0.936
31 H 0.866 2.331 2.018
32 H 1.556 2.519 0.392
33 H 1.411 -0.010 2.101
34 H 2.852 0.864 1.592
35 H 2.490 -1.247 0.330
36 H 0.931 -0.656 -0.231
37 H 2.090 1.225 -1.408
38 H 1.625 -0.560 -2.911
39 H 2.760 -1.647 -2.094
40 H 4.037 -0.803 -4.015
41 H 3.469 0.844 -3.699
42 H 5.594 0.828 -2.540
43 H 5.346 -0.830 -1.994
44 H 4.263 1.677 -0.792
45 H 4.487 0.096 -0.053
46 H -2.064 2.214 -2.249
47 H -2.798 2.182 0.698
48 H -3.140 3.396 -0.530
49 H -5.206 2.089 -0.078
50 H -4.625 1.681 -1.699
51 H -2.676 -2.356 -1.169
52 H -3.852 -2.165 0.158
53 H -0.798 -3.550 -0.307
54 H 0.938 -3.871 1.404
55 H 0.936 -2.488 3.451
56 H -2.604 -0.511 2.084
57 H -2.478 0.023 -2.495
58 H -1.197 -0.289 -1.322

---

[2]
Computed, not measured: a molecular structure, C29H30ClCoF6N9O5S3, with ωB97M-V with the def2-TZVPD basis set.

The total energy is -5628.89095 Ha. The frontier orbital gap (alpha / beta) comes out at 7.42 / 7.35 eV. Its expectation value of S² is 0.7770. The calculation puts the max |F| at 0.40 eV Å⁻¹. Its lowest unoccupied orbital energy (alpha / beta) is -0.01736 / -0.01698 hartree. Its spin multiplicity is 2.

Cartesian coordinates (Å):
1 Co 1.432 0.294 0.888
2 Cl 3.446 3.293 -1.237
3 C 4.137 1.704 -1.467
4 C 4.792 1.460 -2.664
5 C 5.393 0.231 -2.884
6 C 5.346 -0.731 -1.885
7 C 4.682 -0.466 -0.699
8 C 4.037 0.752 -0.453
9 C 3.277 0.971 0.799
10 H 4.836 2.244 -3.409
11 H 5.911 0.040 -3.815
12 H 5.836 -1.687 -2.027
13 H 4.653 -1.223 0.078
14 H 3.245 2.042 1.029
15 H 3.815 0.469 1.613
16 O 1.551 0.884 3.101
17 H 0.614 1.025 3.288
18 H 1.841 1.749 2.770
19 N -4.979 -2.853 1.708
20 C -6.349 -2.910 1.564
21 C -7.291 -3.886 1.879
22 C -8.607 -3.589 1.588
23 C -8.974 -2.364 1.003
24 C -8.035 -1.404 0.692
25 C -6.699 -1.687 0.978
26 N -5.568 -0.917 0.771
27 C -4.577 -1.638 1.211
28 C -3.175 -1.204 1.192
29 C -2.153 -1.935 1.786
30 C -0.858 -1.457 1.722
31 N -0.531 -0.314 1.115
32 C -1.519 0.393 0.549
33 C -2.839 -0.011 0.565
34 H -4.387 -3.582 2.062
35 H -7.013 -4.829 2.332
36 H -9.376 -4.314 1.817
37 H -10.019 -2.177 0.796
38 H -8.309 -0.460 0.243
39 H -2.337 -2.863 2.311
40 H -0.042 -2.006 2.172
41 H -1.241 1.322 0.073
42 H -3.604 0.594 0.100
43 C 4.183 -4.999 -1.115
44 C 2.788 -4.807 -0.522
45 C 2.729 -3.675 0.451
46 N 2.037 -2.611 0.271
47 N 2.174 -1.678 1.271
48 C 2.961 -2.088 2.233
49 N 3.216 -1.387 3.351
50 S 3.643 -3.653 1.938
51 H 4.177 -5.799 -1.854
52 H 4.913 -5.259 -0.346
53 H 4.520 -4.084 -1.604
54 H 2.451 -5.726 -0.037
55 H 2.065 -4.572 -1.304
56 H 2.785 -0.477 3.463
57 H 3.901 -1.704 4.010
58 F -2.360 3.137 1.905
59 C -1.287 3.799 2.335
60 F -1.638 5.007 2.725
61 F -0.810 3.136 3.415
62 S 0.049 3.841 1.028
63 O 0.675 2.542 1.212
64 O 0.828 5.001 1.317
65 N -0.668 3.777 -0.361
66 S -1.468 4.986 -1.038
67 O -2.200 5.778 -0.099
68 O -2.098 4.471 -2.212
69 C -0.141 6.112 -1.703
70 F -0.630 6.786 -2.743
71 F 0.910 5.398 -2.125
72 F 0.265 6.977 -0.789
73 C 0.529 2.286 -4.099
74 N 0.874 1.264 -3.124
75 C 1.421 0.027 -3.362
76 C 1.599 -0.551 -2.144
77 N 1.177 0.318 -1.163
78 C 0.745 1.393 -1.794
79 H 0.863 1.957 -5.080
80 H 1.031 3.218 -3.846
81 H -0.547 2.448 -4.121
82 H 1.633 -0.319 -4.358
83 H 2.000 -1.515 -1.900
84 H 0.342 2.283 -1.335

---

[3]
Computed, not measured: a single C18H23NO3 molecule, with ωB97M-V with the def2-TZVPD basis set.

The total energy is -980.13664 Ha. The SMILES is CN(CCOc1ccccc1)C[C@H](O)COc1ccccc1. The frontier orbital gap comes out at 9.32 eV. The calculation puts the max |F| at 0.68 eV Å⁻¹. Its lowest unoccupied orbital energy is 0.02801 hartree.

Cartesian coordinates (Å):
1 C -0.261 -0.495 -1.799
2 N -0.611 0.264 -0.611
3 C -1.619 1.273 -0.901
4 C -2.344 1.728 0.382
5 O -3.746 1.751 0.239
6 C -4.427 0.569 0.175
7 C -3.848 -0.694 0.232
8 C -4.652 -1.821 0.169
9 C -6.024 -1.708 0.045
10 C -6.600 -0.449 -0.016
11 C -5.812 0.681 0.048
12 C 0.564 0.835 0.037
13 C 1.242 -0.229 0.913
14 O 0.292 -0.871 1.726
15 C 2.292 0.410 1.834
16 O 3.304 1.076 1.122
17 C 4.289 0.358 0.504
18 C 4.474 -1.016 0.599
19 C 5.530 -1.617 -0.067
20 C 6.406 -0.869 -0.830
21 C 6.224 0.502 -0.925
22 C 5.178 1.112 -0.265
23 H 0.467 -1.260 -1.540
24 H -1.154 -0.985 -2.184
25 H 0.166 0.138 -2.591
26 H -1.189 2.140 -1.424
27 H -2.363 0.825 -1.564
28 H -2.056 1.080 1.220
29 H -2.086 2.759 0.635
30 H -2.780 -0.814 0.318
31 H -4.192 -2.797 0.216
32 H -6.641 -2.593 -0.005
33 H -7.671 -0.347 -0.114
34 H -6.243 1.669 0.005
35 H 0.238 1.649 0.686
36 H 1.288 1.237 -0.687
37 H 1.740 -0.970 0.267
38 H -0.504 -0.966 1.182
39 H 2.695 -0.352 2.509
40 H 1.808 1.180 2.441
41 H 3.811 -1.629 1.189
42 H 5.663 -2.686 0.017
43 H 7.224 -1.347 -1.347
44 H 6.903 1.100 -1.516
45 H 5.023 2.178 -0.324

---

[4]
Computed, not measured: a molecular structure, C9H15Cl2LaO3PRh, with ωB97M-V with the def2-TZVPD basis set.

The total energy is -1979.65547 Ha. Its net charge is +4. The frontier orbital gap (alpha / beta) comes out at 6.71 / 4.86 eV. Its expectation value of S² is 6.0170. The calculation puts the max |F| at 12.16 eV Å⁻¹. Its lowest unoccupied orbital energy (alpha / beta) is -0.55258 / -0.70707 hartree. Its spin multiplicity is 5.

Cartesian coordinates (Å):
1 La -0.301 -1.517 -4.416
2 Rh -0.521 -0.736 -1.184
3 Cl -1.026 0.691 -3.378
4 Cl -1.300 -3.065 -2.621
5 C -1.383 -1.975 -0.199
6 C -0.668 -0.783 -7.245
7 C 0.064 -2.911 -6.816
8 O -1.711 -2.881 0.481
9 O -0.629 -0.759 -8.425
10 O 0.175 -3.425 -7.861
11 C -2.182 1.209 2.156
12 C -0.980 1.483 1.250
13 P 0.032 0.057 0.748
14 C 1.726 0.696 0.245
15 C 2.465 1.616 1.231
16 C 0.252 -0.702 2.438
17 C 0.626 0.225 3.641
18 H -2.906 0.590 1.617
19 H -2.693 2.148 2.401
20 H -1.929 0.727 3.104
21 H -1.308 1.847 0.263
22 H -0.288 2.187 1.702
23 H 2.346 -0.212 0.083
24 H 1.525 1.209 -0.713
25 H 2.956 1.073 2.051
26 H 3.328 2.102 0.746
27 H 1.785 2.377 1.650
28 H -0.720 -1.140 2.731
29 H 1.040 -1.488 2.427
30 H -0.070 1.081 3.705
31 H 0.625 -0.282 4.627
32 H 1.670 0.560 3.560

---

[5]
Computed, not measured: a single CHF3N2S molecule, with ωB97M-V with the def2-TZVPD basis set.

The total energy is -845.92655 Ha. The SMILES is [H]/N=N/SC(F)(F)F. The frontier orbital gap comes out at 9.41 eV. The calculation puts the max |F| at 4.56 eV Å⁻¹. Its lowest unoccupied orbital energy is 0.00822 hartree.

Cartesian coordinates (Å):
1 H 1.258 -0.264 0.051
2 N 0.426 -0.913 0.036
3 N -0.722 -0.449 0.004
4 S -2.094 -1.242 -0.021
5 C -3.399 0.185 0.016
6 F -4.624 -0.308 0.026
7 F -3.256 0.952 -1.091
8 F -3.220 0.974 1.067

---

[6]
Computed, not measured: a molecular structure, C53H71AsNO5P2RbSSi3, with ωB97M-V with the def2-TZVPD basis set.

The total energy is -6702.67423 Ha. Its net charge is -2. The frontier orbital gap comes out at 5.22 eV. The calculation puts the max |F| at 1.08 eV Å⁻¹. Its lowest unoccupied orbital energy is 0.13295 hartree.

Cartesian coordinates (Å):
1 Rb 0.629 0.042 -0.450
2 C -0.102 0.731 3.025
3 O -1.110 0.788 2.045
4 Si -2.244 2.085 1.984
5 C -3.192 1.818 3.614
6 C -1.222 3.643 2.334
7 C -3.195 2.109 0.492
8 Si -4.359 0.783 0.130
9 C -4.438 -0.570 1.471
10 C -4.055 -0.158 -1.490
11 C -6.178 1.346 0.009
12 Si -3.341 3.591 -0.530
13 C -1.768 4.555 -0.939
14 C -4.519 4.903 0.206
15 C -4.062 3.267 -2.258
16 H -0.496 0.551 4.039
17 H 0.496 1.651 3.058
18 H 0.590 -0.084 2.786
19 H -2.506 1.814 4.473
20 H -3.761 0.881 3.624
21 H -3.903 2.642 3.758
22 H -0.848 3.626 3.365
23 H -1.844 4.541 2.225
24 H -0.368 3.741 1.656
25 H -3.487 -0.707 2.000
26 H -4.709 -1.533 1.023
27 H -5.204 -0.329 2.217
28 H -3.057 -0.609 -1.498
29 H -4.127 0.483 -2.378
30 H -4.800 -0.961 -1.597
31 H -6.488 1.773 0.971
32 H -6.837 0.496 -0.221
33 H -6.330 2.113 -0.760
34 H -1.289 5.046 -0.086
35 H -2.040 5.333 -1.667
36 H -1.035 3.891 -1.402
37 H -4.141 5.251 1.177
38 H -5.515 4.475 0.377
39 H -4.621 5.776 -0.456
40 H -3.352 2.682 -2.854
41 H -4.193 4.238 -2.754
42 H -5.031 2.751 -2.271
43 C 4.134 1.301 2.511
44 C 3.785 0.373 1.361
45 O 2.747 -0.268 1.430
46 C 4.730 0.245 0.239
47 C 6.086 0.525 0.451
48 C 7.049 0.355 -0.527
49 C 6.633 -0.108 -1.785
50 C 5.313 -0.369 -2.049
51 C 4.272 -0.184 -1.067
52 O 3.058 -0.339 -1.365
53 H 3.242 1.416 3.124
54 H 4.460 2.274 2.143
55 H 4.932 0.874 3.124
56 H 6.397 0.875 1.430
57 H 8.091 0.566 -0.325
58 H 7.370 -0.262 -2.569
59 H 4.998 -0.727 -3.023
60 C 0.609 -3.257 -1.792
61 N 0.063 -3.778 -0.514
62 P 1.172 -3.621 0.825
63 C 2.753 -4.124 0.034
64 C 3.000 -5.363 -0.564
65 C 4.237 -5.634 -1.125
66 C 5.244 -4.671 -1.091
67 C 5.010 -3.440 -0.503
68 C 3.762 -3.168 0.056
69 C 0.820 -5.144 1.801
70 C 0.236 -6.295 1.269
71 C -0.008 -7.401 2.067
72 C 0.322 -7.370 3.418
73 C 0.886 -6.227 3.961
74 C 1.126 -5.117 3.157
75 P -1.515 -3.058 -0.262
76 C -1.842 -3.476 1.492
77 C -1.513 -2.494 2.424
78 C -1.686 -2.728 3.783
79 C -2.206 -3.937 4.215
80 C -2.561 -4.915 3.292
81 C -2.379 -4.685 1.938
82 C -2.571 -4.304 -1.100
83 C -2.082 -5.444 -1.730
84 C -2.946 -6.324 -2.370
85 C -4.311 -6.073 -2.388
86 C -4.807 -4.928 -1.777
87 C -3.942 -4.044 -1.148
88 H 1.267 -3.997 -2.247
89 H 1.172 -2.324 -1.693
90 H -0.215 -3.050 -2.477
91 H 2.222 -6.113 -0.592
92 H 4.420 -6.596 -1.592
93 H 6.210 -4.886 -1.535
94 H 5.775 -2.672 -0.491
95 H 3.554 -2.197 0.495
96 H -0.068 -6.292 0.228
97 H -0.472 -8.283 1.640
98 H 0.120 -8.229 4.047
99 H 1.123 -6.187 5.018
100 H 1.539 -4.211 3.590
101 H -1.153 -1.525 2.089
102 H -1.428 -1.949 4.490
103 H -2.342 -4.121 5.276
104 H -2.969 -5.860 3.629
105 H -2.648 -5.446 1.215
106 H -1.013 -5.628 -1.716
107 H -2.549 -7.208 -2.858
108 H -4.986 -6.759 -2.889
109 H -5.869 -4.712 -1.800
110 H -4.331 -3.138 -0.694
111 O -0.136 2.048 -2.893
112 C -0.533 0.949 -3.341
113 O -0.382 -0.178 -2.813
114 C -1.232 0.970 -4.703
115 C -1.681 -0.213 -5.279
116 C -2.311 -0.200 -6.517
117 C -2.500 1.001 -7.189
118 C -2.059 2.188 -6.616
119 C -1.430 2.170 -5.378
120 H -1.529 -1.131 -4.724
121 H -2.664 -1.128 -6.956
122 H -2.997 1.014 -8.154
123 H -2.216 3.131 -7.130
124 H -1.090 3.080 -4.896
125 C 1.774 4.565 -2.913
126 As 2.644 3.061 -2.074
127 C 2.630 1.685 -3.440
128 C 4.518 3.552 -2.021
129 S 2.011 2.865 -0.073
130 H 2.305 4.841 -3.827
131 H 1.766 5.387 -2.203
132 H 0.755 4.247 -3.133
133 H 3.672 1.471 -3.679
134 H 2.095 2.105 -4.290
135 H 2.153 0.781 -3.084
136 H 4.897 3.716 -3.033
137 H 5.064 2.735 -1.546
138 H 4.617 4.454 -1.424

---

[7]
Computed, not measured: a single C5H3NO molecule, with ωB97M-V with the def2-TZVPD basis set.

The total energy is -322.27115 Ha. The SMILES is N#Cc1ccoc1. The frontier orbital gap comes out at 10.43 eV. The calculation puts the max |F| at 1.89 eV Å⁻¹. Its lowest unoccupied orbital energy is 0.02797 hartree.

Cartesian coordinates (Å):
1 N 3.063 -0.676 -0.128
2 C 1.963 -0.330 -0.040
3 C 0.596 0.031 0.044
4 C -0.484 -0.892 -0.059
5 C -1.632 -0.202 -0.011
6 O -1.280 1.215 0.162
7 C 0.072 1.270 0.206
8 H -0.387 -1.959 -0.168
9 H -2.580 -0.631 -0.397
10 H 0.669 2.172 0.391

---

[8]
Computed, not measured: a molecular structure, C3H6FNS, with ωB97M-V with the def2-TZVPD basis set.

The total energy is -670.58337 Ha. The frontier orbital gap comes out at 8.46 eV. The calculation puts the max |F| at 12.72 eV Å⁻¹. Its lowest unoccupied orbital energy is -0.00266 hartree.

Cartesian coordinates (Å):
1 C -0.968 -0.017 -0.133
2 C 0.414 0.113 0.037
3 C 1.212 -1.035 -0.029
4 H -2.455 1.613 -0.314
5 H -0.826 2.057 0.455
6 H 0.528 0.642 1.162
7 H 0.821 0.875 -0.601
8 H 0.992 -1.802 -1.052
9 H 1.057 -1.842 0.672
10 N -1.481 1.126 -0.125
11 F 2.515 -0.350 -0.073
12 S -1.807 -1.380 0.001

---

[9]
Computed, not measured: 2 unconnected molecules or ions with the total composition C4H12NSe, with ωB97M-V with the def2-TZVPD basis set.

The total energy is -2615.44216 Ha. Its net charge is +1. The frontier orbital gap comes out at 6.64 eV. The calculation puts the max |F| at 4.44 eV Å⁻¹. Its lowest unoccupied orbital energy is -0.18427 hartree.

Cartesian coordinates (Å):
1 C -1.706 -0.421 -1.185
2 C -0.185 0.999 -2.145
3 C 2.541 -1.189 2.743
4 C -1.636 1.923 -0.420
5 N -1.222 0.922 -1.118
6 Se 1.462 -1.420 1.171
7 H -2.449 -0.459 -1.918
8 H -0.875 -1.120 -1.490
9 H -2.025 -0.668 -0.117
10 H 0.737 0.318 -2.059
11 H -0.554 0.549 -3.004
12 H 0.127 2.086 -2.500
13 H 2.319 -0.197 3.116
14 H 2.112 -1.682 3.674
15 H 3.604 -1.454 2.549
16 H -0.964 2.814 -0.449
17 H -2.614 1.907 0.188
18 H 1.654 -2.745 0.664

---

[10]
Computed, not measured: a single C2H2Cl2NOP molecule, with ωB97M-V with the def2-TZVPD basis set.

The total energy is -1469.10968 Ha. The SMILES is ClC1(Cl)N=COP1. The frontier orbital gap comes out at 9.94 eV. The calculation puts the max |F| at 3.41 eV Å⁻¹. Its lowest unoccupied orbital energy is 0.00426 hartree.

Cartesian coordinates (Å):
1 Cl 2.313 1.162 -0.222
2 C 0.877 0.063 -0.054
3 Cl 1.467 -1.736 0.132
4 N 0.071 0.075 -1.168
5 C -1.128 0.175 -0.887
6 O -1.478 0.351 0.418
7 P -0.151 0.467 1.450
8 H -1.958 0.337 -1.727
9 H -0.014 -0.894 2.059

---

[11]
Computed, not measured: a single C2H3NO molecule, with ωB97M-V with the def2-TZVPD basis set.

The total energy is -207.92881 Ha. The frontier orbital gap comes out at 11.50 eV. The calculation puts the max |F| at 2.71 eV Å⁻¹. Its lowest unoccupied orbital energy is 0.03919 hartree.

Cartesian coordinates (Å):
1 C -1.032 0.049 -0.012
2 C 0.843 -0.077 -0.008
3 N -0.251 -0.962 -0.010
4 O -0.092 1.062 0.011
5 H -2.138 0.078 0.025
6 H 1.315 0.054 0.974
7 H 1.354 -0.205 -0.981

---

[12]
Computed, not measured: 2 unconnected molecules or ions with the total composition C6H9N2O2, with ωB97M-V with the def2-TZVPD basis set.

The total energy is -494.10615 Ha. Its net charge is -1. The frontier orbital gap comes out at 8.62 eV. The calculation puts the max |F| at 2.06 eV Å⁻¹. Its lowest unoccupied orbital energy is 0.13409 hartree.

Cartesian coordinates (Å):
1 C 2.500 -2.643 1.125
2 C 0.239 -0.950 -1.027
3 C 0.793 -0.777 1.068
4 C 1.438 -1.831 0.460
5 N -0.002 -0.207 0.088
6 N 1.095 -1.925 -0.857
7 H -0.527 0.728 0.250
8 H -0.405 -0.801 -1.882
9 H 0.966 -0.387 2.051
10 H 2.152 -3.535 1.652
11 H 3.110 -2.194 1.912
12 H 3.167 -3.055 0.355
13 C -2.242 2.311 -1.372
14 C -1.943 2.722 0.128
15 O -1.281 1.915 0.858
16 O -2.403 3.806 0.446
17 H -3.273 2.407 -1.687
18 H -1.780 1.375 -1.660
19 H -1.605 3.040 -1.906